ORCA calculation (ωB97M-V/def2-TZVPD) on C79H207N14O28 as an isolated structure.

Cartesian coordinates (Å):
O: -6.16199 0.30067 -6.02183
O: 4.16607 -2.54373 -0.56887
O: 5.64888 2.60996 0.16681
O: 0.54563 -4.54763 -2.08832
O: 2.96732 -3.19409 6.90623
O: -4.80031 -0.97383 4.63673
O: -3.22854 2.53793 3.36316
O: -1.71701 -1.08569 2.46844
O: 8.75999 -1.77468 -3.99534
O: 6.31655 -3.22238 -0.03186
O: 0.12014 6.15780 1.67830
O: -0.11453 3.36420 -4.27408
O: 1.71873 3.07673 3.20876
O: -2.17226 -7.10039 -1.34746
O: -3.87727 -0.26506 -0.89391
O: -4.73394 1.76696 -0.35626
O: 1.49555 4.14448 -2.82216
O: 2.65360 -0.45806 -0.77354
O: -1.69758 4.09568 3.73843
O: -2.82636 6.41930 -3.31201
O: -2.76200 1.69023 5.94849
O: -2.12878 -5.31261 3.92768
O: -1.44422 -3.17236 -4.62440
O: -1.02830 -3.23835 2.73676
O: -6.03780 3.75920 -1.60404
O: 3.45000 3.14226 1.72459
O: 0.49504 -2.53552 -3.70184
O: 5.18793 0.52516 -5.91270
N: 1.72283 -6.24734 0.27357
N: 0.15765 1.11116 -0.39557
N: -2.23594 -5.31573 -3.46554
N: -4.05847 0.50201 1.95723
N: 0.08138 0.22921 5.65927
N: -0.45785 6.09053 -4.67440
N: -4.23711 -6.95753 5.22368
N: -8.64915 5.35118 -2.51657
N: 4.33513 -2.25817 -4.54787
N: 0.38014 5.20851 4.15112
N: 5.10913 5.13584 -1.62177
N: 9.58008 -1.50216 -0.89176
N: -3.22632 1.34137 -5.50841
N: 1.99468 -5.54537 7.13638
C: 2.29863 -5.08383 5.72069
C: -1.57395 6.56832 -2.67068
C: -7.53311 5.67094 -1.47483
C: -1.85133 1.60131 -5.94995
C: 5.01186 -1.93412 -5.91404
C: -3.57630 2.41392 -4.54338
C: 3.95364 2.49155 3.95789
C: -2.81354 -4.98077 -2.18594
C: 3.28001 -3.93283 5.73565
C: 0.81341 0.17915 0.65734
C: -5.42854 0.10513 4.00369
C: -5.33543 -0.08399 2.48594
C: 0.85363 0.34037 6.92335
C: 5.18516 3.61121 -2.01108
C: -0.46932 7.11677 -3.55395
C: 0.53702 -6.06284 1.09048
C: 2.29288 -4.89816 -0.27481
C: 3.47536 -3.44804 -4.71641
C: -2.29731 -8.49389 -1.03850
C: 2.08257 2.31524 -4.22361
C: 0.98494 -0.28872 4.53583
C: -2.25572 -2.69835 0.80684
C: -0.45593 1.58601 5.17553
C: -0.29354 -2.51907 -4.61527
C: -5.69877 -1.47021 1.92103
C: -1.22920 1.29054 0.02354
C: -3.30532 -6.24801 -1.36078
C: -2.71244 3.69931 3.17158
C: 2.29489 -0.01604 0.52878
C: -4.80600 -0.76492 6.00223
C: 3.51537 -1.08480 -4.14067
C: 10.36516 -1.66243 -2.18335
C: 1.39388 6.28384 2.36778
C: 6.27591 5.52079 -0.83109
C: 1.10935 6.40016 3.83687
C: 0.00287 -1.79585 -5.89537
C: -5.86662 0.51217 -1.98527
C: -3.82428 -3.84526 -2.35350
C: 5.38326 -2.48095 -3.49361
C: -7.94747 5.14191 -3.88318
C: -5.57019 -7.48265 5.79727
C: 0.24580 0.53883 -1.78497
C: -1.63145 -2.32489 2.09738
C: 8.33629 -0.80566 -1.18708
C: 2.97978 2.95298 2.89806
C: 3.82995 5.41468 -0.78322
C: -9.37598 4.02926 -2.28262
C: -4.45432 -5.51211 4.71409
C: 4.82972 -2.50548 1.70521
C: 1.21726 -3.92581 -0.95106
C: 10.45746 -0.73245 0.10653
C: -4.72770 0.64588 -1.02752
C: 9.19574 -2.76650 -0.17127
C: 1.01180 -4.74204 5.03296
C: -1.01850 -0.80635 5.76187
C: 1.31393 -7.26138 -0.87450
C: 5.08484 5.94143 -2.90878
C: -1.48716 2.27161 6.09282
C: 5.16675 -2.86030 0.20179
C: 2.80783 -6.85415 1.03439
C: -3.19918 -4.62948 4.60648
C: -3.87305 6.83521 -2.48873
C: 9.66832 -2.57271 -3.18129
C: -3.86683 -7.78966 4.02682
C: -4.16097 1.43863 -6.77477
C: -6.93737 4.46160 -0.73138
C: -3.20039 -7.08898 6.25982
C: 1.05480 3.38542 -3.71351
C: -3.43161 -0.01224 -4.94661
C: 0.89403 2.45880 -0.38636
C: -9.66294 6.50868 -2.57924
C: -5.65877 1.51603 -6.50837
C: 0.29247 5.97325 0.29526
C: -0.68886 8.50400 -4.10327
C: -3.37631 4.67081 2.26068
C: 2.42674 6.69831 4.63862
C: 3.78215 -2.04568 7.17486
C: 5.94532 -0.69337 -5.97586
C: 4.84086 2.58574 -0.94029
H: 7.76536 -0.63813 -0.28087
H: 9.90021 -0.48785 1.02530
H: -3.87910 0.61328 -7.41003
H: -5.39059 -8.50978 6.12508
H: 6.57258 -0.72489 -5.08708
H: 11.32149 -2.04370 -1.80354
H: 0.61495 -5.23116 1.75781
H: -2.87712 2.41663 -3.70070
H: 2.75031 -5.96382 5.25761
H: 6.10720 -1.70614 -3.54173
H: -1.62921 -0.57539 6.65122
H: 9.22538 -3.37144 -2.59166
H: -5.71097 -0.38351 -2.58391
H: -3.57780 3.37841 -5.09225
H: 0.51484 -3.85073 5.44903
H: -2.33727 -6.56537 5.82998
H: 2.20779 -7.47702 -1.45089
H: -1.27972 1.61119 1.06043
H: -6.10986 0.55186 2.09566
H: 2.69692 -0.74433 1.26196
H: 1.67520 -3.01674 -1.31890
H: -3.78595 2.37800 -7.19442
H: 4.17027 -0.26461 -3.96259
H: -4.73216 6.81047 -3.15087
H: -6.03017 1.40872 -2.62370
H: 0.32707 3.12440 -1.02587
H: -1.71318 -0.64442 4.94043
H: -4.96516 1.08870 4.29580
H: 6.20113 3.47895 -2.42697
H: 4.30692 -4.25724 5.82475
H: 0.16682 5.08857 5.12758
H: 5.15766 7.01797 -2.76643
H: -3.53843 -5.81896 -0.35697
H: 2.68662 0.99198 0.71332
H: 3.34726 2.33138 4.85145
H: 0.42250 -3.83605 -2.77235
H: -6.41221 4.90132 0.10938
H: 2.78841 -4.47017 0.58373
H: -0.16369 5.11182 -4.31250
H: -6.49422 0.21353 4.29606
H: 0.20899 -0.56747 -1.66996
H: -0.62521 0.89196 -2.35990
H: 7.15882 5.08602 -1.30887
H: -6.75849 -1.56656 2.09746
H: 1.59732 1.11606 6.81024
H: 0.53871 7.01063 -3.10746
H: -6.68955 6.09065 -2.03375
H: -3.04826 -9.03128 -1.60974
H: 3.09858 5.85160 4.69963
H: -6.31097 -7.40573 5.00854
H: -7.78453 3.87630 -0.36240
H: 2.81415 -0.80700 -4.92955
H: -1.68940 -4.19505 -4.00405
H: 6.19361 5.01351 0.14933
H: 0.45641 7.25595 3.95981
H: 5.41395 -3.18871 2.33967
H: 1.21808 -0.64025 7.21780
H: -10.34963 6.36867 -3.40768
H: -1.52720 0.85671 -6.68838
H: -1.77674 2.03231 -0.59259
H: 3.87185 4.79439 0.10416
H: 2.85089 2.02399 -3.51388
H: 5.68683 -2.75978 -6.09416
H: -2.89359 -4.39901 5.65438
H: -1.19642 1.55034 -5.09489
H: 3.01464 -6.18926 1.85782
H: 5.88875 5.51841 -3.54307
H: 8.83156 -2.65447 0.85458
H: -1.60016 7.21565 -1.78283
H: 1.15415 0.87284 -2.23067
H: -1.62043 -6.12002 -3.33354
H: -1.66956 2.60407 -6.34385
H: -4.32903 -3.71328 -1.41422
H: 5.33972 1.07722 -6.70000
H: 7.69355 -1.43326 -1.80263
H: 0.19958 6.33325 -5.42207
H: 2.83415 -5.99264 7.49057
H: 1.77707 0.43204 4.40439
H: -5.84394 2.29006 -5.75161
H: 0.93447 -8.18221 -0.42179
H: -3.24517 -0.78302 -5.70156
H: 0.67367 -2.39318 -6.55640
H: -3.07878 -3.34995 1.13448
H: 3.78965 -1.90936 8.26353
H: 3.30645 -1.20036 -0.73466
H: 4.13295 5.71126 -3.40345
H: -2.94652 -7.36269 3.64103
H: -7.32011 4.26563 -3.84076
H: 0.33909 -0.24541 3.65077
H: 11.34774 -1.28767 0.37079
H: 4.21773 -1.87836 -6.67564
H: 5.14260 -1.48226 1.93884
H: 0.57100 -0.88716 -5.63388
H: 4.35486 1.51257 3.69579
H: 2.62244 2.73745 -5.09095
H: 1.16353 -6.14279 7.20481
H: -4.44633 -0.06481 -4.53620
H: 10.10999 -3.35116 -0.06211
H: 5.85278 -3.46221 -3.59435
H: -5.12612 -2.29138 2.35539
H: 3.38898 -1.18125 6.59584
H: 5.09216 2.79681 0.95154
H: -3.90051 1.36090 2.52789
H: 0.31594 -0.78040 0.53961
H: -8.70394 5.04857 -4.65686
H: 1.13125 -4.51483 3.96150
H: 2.25967 7.12375 5.63274
H: -5.55433 -1.47149 0.83233
H: 3.81802 2.82915 -0.65285
H: 6.34014 6.60421 -0.69539
H: 2.95206 7.47694 4.08659
H: -0.23602 -5.77544 0.37483
H: -1.93804 -4.69170 -1.60935
H: -3.73609 -8.81205 4.39153
H: -1.57543 -4.62850 3.50558
H: -2.72689 -1.83372 0.32198
H: -2.90848 5.61152 2.31206
H: 10.78921 0.13108 -0.50032
H: 4.07106 -4.26987 -5.15720
H: 0.38199 2.27872 5.14068
H: -1.23861 5.58269 -2.31496
H: 4.45906 3.52663 -2.80713
H: -5.63827 2.96850 -1.10589
H: -6.76036 0.33781 -1.38262
H: 1.44807 -1.25663 4.77985
H: 0.13578 -6.93722 1.60135
H: -3.24237 -0.16680 2.05075
H: 0.06979 8.67358 -4.86336
H: -0.58436 5.08720 3.75664
H: 0.92186 4.37870 3.91887
H: 3.17155 -3.77102 -3.70247
H: 8.48459 0.12676 -1.73763
H: 2.56955 -3.13395 -5.24532
H: -1.48851 3.29210 5.75804
H: -4.66303 -1.69951 6.53228
H: -5.07801 -5.59268 3.82353
H: -2.73748 -0.12070 -4.11857
H: -8.60353 3.26467 -2.21862
H: 3.69266 -6.93936 0.41653
H: -3.43134 -6.56531 7.20051
H: 1.85250 7.18377 1.93829
H: 0.57112 -6.82408 -1.52833
H: 0.92420 5.10678 0.00256
H: 9.22849 -1.77799 -4.83365
H: -4.03393 6.12927 -1.65746
H: -0.59134 9.22972 -3.29203
H: -1.77787 0.33660 -0.06230
H: -1.45630 6.00992 -4.96426
H: -5.03621 -5.09636 5.55370
H: 8.46733 -3.35156 -0.74051
H: 4.84056 3.12508 4.16305
H: -3.73079 7.88264 -2.16203
H: -7.92066 6.44665 -0.83484
H: 3.00186 -5.22041 -1.04962
H: 3.86487 6.46442 -0.51093
H: -3.30214 -2.89704 -2.49885
H: -5.75627 -0.31992 6.34796
H: -5.88208 -6.89447 6.65183
H: -4.60935 2.26446 -4.23042
H: -1.15303 2.24833 7.11383
H: 3.22146 -3.37589 4.79757
H: -3.05415 1.94182 5.08096
H: 6.61293 -0.82360 -6.85201
H: 2.92341 5.26753 -1.38510
H: 1.48258 1.46121 -4.58293
H: 10.41557 -3.02915 -3.79922
H: -0.88271 -1.52000 -6.48492
H: 2.52327 -7.82190 1.44290
H: -9.12245 7.43572 -2.80892
H: 1.88132 -4.70863 7.71339
H: -0.67567 5.80264 -0.21037
H: -2.92742 -5.69168 -4.11477
H: 0.58099 0.65939 1.62126
H: -3.51149 -3.70224 4.08634
H: -1.66964 8.55590 -4.56133
H: -2.45051 -8.48600 0.02667
H: 0.32519 -5.59184 5.11849
H: -4.66318 -7.74177 3.26483
H: 0.53125 -3.60465 -0.15981
H: 0.75502 6.89479 -0.10035
H: 2.99439 -1.33128 -3.19455
H: -2.99322 -8.13595 6.44044
H: 4.81541 -2.25351 6.80853
H: -4.17045 -6.73516 -1.87081
H: -0.88986 1.44710 4.19380
H: -6.89023 -0.03227 -6.55125
H: -10.17816 6.64941 -1.62695
H: 4.91545 -2.37396 -2.51287
H: 10.58788 -0.65246 -2.53092
H: 2.06112 5.40723 2.19449
H: -3.31526 4.33199 1.23291
H: -6.05833 1.92987 -7.45745
H: -10.10489 3.84204 -3.08556
H: 4.80104 1.58603 -1.39255
H: -4.40997 4.71137 2.63367
H: -7.35005 6.00692 -4.15187
H: -4.14385 0.84859 0.98061
H: 1.06163 2.86966 0.61886
H: 0.22723 0.65547 7.74948
H: -4.52023 -4.04775 -3.17094
H: -0.62508 -1.83886 5.71661
H: -4.02878 -0.08173 6.31183
H: -1.70943 -3.29333 0.09977
H: 1.83148 2.25737 -0.89823
H: 3.76829 -2.51081 1.95455
H: -1.29086 -8.87044 -1.22711
H: -9.94071 4.11718 -1.36540

net charge	+7
LUMO level	-10.7713	eV
HOMO level	-19.5	eV

Results of the Mulliken charge analysis, in e, for atoms 1 through 4: atom 1 (O): -0.48, atom 2 (O): -0.36, atom 3 (O): -0.67, atom 4 (O): -0.12